[1]
Computed, not measured: an isolated ion of composition CHN2O3P and charge -2 at a distorted geometry, with ωB97M-V with the def2-TZVPD basis set.

Values from the calculation:
LUMO (eV): 7.8
Orbital gap (eV): 6.8
SMILES string: O=P([O-])([O-])C1N=N1
E_tot (eV): -19463.3326
Net charge: -2
ΔE to the lowest compared entry with this formula, charge and spin (eV): 3.338

Last column: natural (NBO) charge in e.
Atoms and positions in Å:
1 O -2.122041 -0.382813 -0.600374  -1.25
2 P -1.017245 0.470897 0.067028  2.33
3 O -1.112521 0.423148 1.592437  -1.26
4 O -0.946573 1.852740 -0.559293  -1.26
5 C 0.772561 -0.280819 -0.260875  -0.40
6 N 1.991011 -0.412815 0.576477  -0.15
7 N 1.324779 -1.429904 0.534028  -0.13
8 H 1.110031 -0.240434 -1.349428  0.12

Cartesian forces, eV/Å:
O 1.56 -0.23 -0.03
P -1.48 0.10 0.81
O 0.60 -0.07 -0.15
O 0.76 0.18 -0.19
C -0.55 0.09 -1.57
N -0.40 0.56 0.77
N 0.07 -0.14 -0.70
H -0.56 -0.50 1.07

=====

[2]
Computed, not measured: CHN2OS as an isolated structure at a distorted geometry, with ωB97M-V with the def2-TZVPD basis set.

Values from the calculation:
LUMO (eV): 4.0
Orbital gap (eV): 7.3
E_tot (eV): -16914.0246
Net charge: -1
ΔE to the lowest compared entry with this formula, charge and spin (eV): 1.916

Last column: natural (NBO) charge in e.
Atoms and positions in Å:
1 C 0.491246 0.257818 -1.071095  0.67
2 N -0.667314 0.488871 -1.237929  -0.75
3 N 0.084150 -1.384738 1.045762  -0.94
4 O 1.557084 -0.197004 -0.836473  -0.61
5 S -0.902470 -0.376151 0.696316  0.89
6 H -0.562697 1.211204 1.403420  -0.26

Cartesian forces, eV/Å:
C 0.84 -0.66 -1.32
N -0.47 0.96 -0.29
N 0.01 -0.13 0.25
O 0.98 0.50 -0.13
S -1.13 0.72 2.19
H -0.23 -1.39 -0.70

=====

[3]
Computed, not measured: an isolated ion of composition CHN2OS and charge -1 at a distorted geometry, with ωB97M-V with the def2-TZVPD basis set.

Values from the calculation:
LUMO (eV): 3.4
Orbital gap (eV): 6.6
SMILES string: N#CN([O-])S
E_tot (eV): -16913.7137
Net charge: -1
ΔE to the lowest compared entry with this formula, charge and spin (eV): 2.227

Last column: natural (NBO) charge in e.
Atoms and positions in Å:
1 N 3.699945 0.950922 1.228203  -0.51
2 C 2.661466 0.470585 1.055327  0.44
3 N 1.573755 -0.154081 0.715939  -0.42
4 O 1.457159 -1.471434 1.529105  -0.74
5 S 0.110954 0.722190 0.509792  0.13
6 H -0.364125 -0.164854 -0.383413  0.10

Cartesian forces, eV/Å:
N 0.43 0.41 0.32
C 0.66 0.49 -0.25
N -1.48 -3.28 1.33
O 0.03 2.50 -1.51
S 0.39 -0.29 0.10
H -0.03 0.18 0.00

=====

[4]
Computed, not measured: one molecule with the formula CHN2P at a distorted geometry, with ωB97M-V with the def2-TZVPD basis set.

Values from the calculation:
LUMO (spin up / spin down) (eV): -2.3 / -2.3
Orbital gap (spin up / spin down) (eV): 7.8 / 7.8
SMILES string: [H]/P=N/C#N
E_tot (eV): -13319.4800
Net charge: 0
ΔE to the lowest compared entry with this formula, charge and spin (eV): 0.370

Last column: natural (NBO) charge in e.
Atoms and positions in Å:
1 H 2.068122 0.291403 0.208015  -0.04
2 P 1.361641 -0.883215 -0.011754  0.79
3 N 0.120119 0.319399 -0.115386  -0.78
4 C -1.203270 0.116829 -0.114874  0.36
5 N -2.346613 0.155582 0.034001  -0.33

Cartesian forces, eV/Å:
H 1.58 -0.20 0.00
P -3.72 3.38 -0.21
N 1.64 -3.00 0.26
C 1.09 0.06 0.12
N -0.59 -0.23 -0.18

=====

[5]
Computed, not measured: one molecule with the formula CHN2P at a distorted geometry, with ωB97M-V with the def2-TZVPD basis set.

Values from the calculation:
LUMO (eV): -1.9
Orbital gap (eV): 7.7
SMILES string: [H]/P=N/C#N
E_tot (eV): -13319.7335
Net charge: 0
ΔE to the lowest compared entry with this formula, charge and spin (eV): 0.116

Last column: natural (NBO) charge in e.
Atoms and positions in Å:
1 H -0.414528 -0.041714 0.857854  -0.11
2 P 0.508732 0.836533 -0.140577  0.97
3 N 1.864474 0.175182 0.052138  -0.93
4 C 3.150669 0.010947 -0.014263  0.40
5 N 4.277574 -0.299791 0.005470  -0.33

Cartesian forces, eV/Å:
H 1.23 1.09 -1.33
P -1.78 -0.67 1.02
N 0.71 -0.24 0.42
C 0.89 -0.81 0.06
N -1.04 0.63 -0.17

=====

[6]
Computed, not measured: one molecule with the formula CHN3O at a distorted geometry, with ωB97M-V with the def2-TZVPD basis set.

Values from the calculation:
LUMO (eV): -1.6
Orbital gap (eV): 8.9
E_tot (eV): -7567.2128
Net charge: 0
ΔE to the lowest compared entry with this formula, charge and spin (eV): 4.561

Last column: natural (NBO) charge in e.
Atoms and positions in Å:
1 C -0.638124 0.637252 -0.039445  0.48
2 N 1.694133 -1.559321 0.245203  0.16
3 N 0.814231 -0.925315 -0.006787  0.21
4 N 0.702691 0.308684 0.018847  -0.42
5 O -1.500524 -0.233088 -0.034622  -0.59
6 H -1.072407 1.771786 -0.183196  0.16

Cartesian forces, eV/Å:
C -3.05 1.00 -0.98
N 0.01 -4.03 -0.51
N 3.62 -0.90 1.57
N -3.17 5.60 -0.80
O 0.54 0.72 0.13
H 2.05 -2.39 0.59

=====

[7]
Computed, not measured: one molecule with the formula CHN3O2 at a distorted geometry, with ωB97M-V with the def2-TZVPD basis set.

Values from the calculation:
LUMO (eV): 0.2
Orbital gap (eV): 11.5
SMILES string: Oc1nnno1
E_tot (eV): -9616.0617
Net charge: 0
ΔE to the lowest compared entry with this formula, charge and spin (eV): 1.344

Last column: natural (NBO) charge in e.
Atoms and positions in Å:
1 O 1.438450 0.730590 -0.473503  -0.62
2 C 0.315463 0.180138 -0.087283  0.74
3 N -0.011753 -1.061974 0.048421  -0.40
4 N -1.360543 -1.022660 0.358182  -0.02
5 N -1.809077 0.146816 0.398401  0.10
6 O -0.729160 1.002847 0.089945  -0.31
7 H 2.156620 0.024242 -0.334163  0.52

Cartesian forces, eV/Å:
O 1.78 -1.56 0.69
C -1.91 0.48 -0.28
N -0.26 -0.13 0.25
N 0.24 0.55 0.07
N 0.83 -0.75 -0.27
O 0.64 -0.05 0.03
H -1.33 1.47 -0.49

=====

[8]
Computed, not measured: one molecule with the formula CHN3O2 at a distorted geometry, with ωB97M-V with the def2-TZVPD basis set.

Values from the calculation:
LUMO (eV): 0.0
Orbital gap (eV): 11.0
SMILES string: Oc1nnno1
E_tot (eV): -9615.7394
Net charge: 0
ΔE to the lowest compared entry with this formula, charge and spin (eV): 1.667

Last column: natural (NBO) charge in e.
Atoms and positions in Å:
1 O 0.283684 -0.934122 -1.331675  -0.63
2 C -0.032643 -0.166303 -0.366316  0.74
3 N -0.129753 1.131169 -0.489100  -0.38
4 N -0.351762 1.605416 0.772212  -0.02
5 N -0.383796 0.689420 1.578909  0.08
6 O -0.161490 -0.530139 0.948499  -0.32
7 H 0.775760 -1.795441 -1.112529  0.53

Cartesian forces, eV/Å:
O 1.22 -3.42 -1.24
C 0.28 2.63 2.89
N -0.04 -0.40 -0.69
N -0.13 -0.05 -1.33
N -0.13 -0.50 2.52
O 0.08 -0.18 -2.11
H -1.27 1.92 -0.02

=====

[9]
Computed, not measured: a 3-piece molecular cluster, CHN3O3S overall at a distorted geometry, with ωB97M-V with the def2-TZVPD basis set.

Values from the calculation:
LUMO (eV): 4.6
Orbital gap (eV): 3.4
E_tot (eV): -22500.4322
Net charge: -2
ΔE to the lowest compared entry with this formula, charge and spin (eV): 0.040

Last column: natural (NBO) charge in e.
Atoms and positions in Å:
1 C 13.705807 1.102288 -0.797322  0.81
2 N 14.170645 0.232668 -0.154169  -0.81
3 N 12.469438 2.747078 2.101314  -0.03
4 N 12.822640 1.671311 2.161156  0.03
5 O 15.037440 -2.276616 -0.429736  -1.00
6 O 13.282286 2.002866 -1.419965  -0.61
7 O 12.909772 -1.594333 -1.422724  -1.03
8 S 13.772787 -1.578106 -0.219002  1.64
9 H -13.078682 -0.409919 6.775585  -1.00

Cartesian forces, eV/Å:
C -0.24 0.66 -0.78
N 1.44 -0.72 1.08
N 1.88 -5.67 0.26
N -1.92 5.69 -0.18
O 0.43 0.44 -0.06
O -0.48 0.81 -0.43
O 0.38 0.00 0.44
S -1.46 -1.21 -0.32
H -0.02 0.00 0.01

=====

[10]
Computed, not measured: a 2-piece molecular cluster, CHN3O3S overall at a distorted geometry, with ωB97M-V with the def2-TZVPD basis set.

Values from the calculation:
LUMO (spin up / spin down) (eV): -3.3 / -1.6
Orbital gap (spin up / spin down) (eV): 7.5 / 9.7
E_tot (eV): -22492.2322
Net charge: 0
ΔE to the lowest compared entry with this formula, charge and spin (eV): 9.303

Last column: natural (NBO) charge in e.
Atoms and positions in Å:
1 C 1.292030 0.253344 1.865457  0.53
2 N 2.391997 0.438580 2.194284  -0.34
3 N -0.740668 0.958916 1.186436  -0.16
4 N -0.326647 -0.709700 -1.965423  0.41
5 O -0.396129 -1.286138 -0.935519  -0.35
6 O -0.122912 -1.117574 -3.054929  -0.33
7 O 0.107681 -0.046320 1.462526  -0.32
8 S -0.524484 1.033755 -1.913718  0.26
9 H -1.680869 0.475138 1.160886  0.32

Cartesian forces, eV/Å:
C 2.14 0.88 0.26
N -1.49 -0.26 -0.35
N -1.25 0.92 -0.29
N -0.19 2.27 0.18
O -0.14 -1.34 1.37
O 0.34 -1.16 -1.76
O -0.57 -1.66 0.40
S -0.06 0.18 0.31
H 1.24 0.18 -0.12

=====

[11]
Computed, not measured: one molecule with the formula CHN3OS at a distorted geometry, with ωB97M-V with the def2-TZVPD basis set.

Values from the calculation:
LUMO (eV): 0.4
Orbital gap (eV): 10.4
SMILES string: Sc1nnon1
E_tot (eV): -18402.7461
Net charge: 0
ΔE to the lowest compared entry with this formula, charge and spin (eV): 3.418

Last column: natural (NBO) charge in e.
Atoms and positions in Å:
1 S -0.545266 1.660656 1.021388  0.04
2 C 0.144014 0.192504 0.308394  0.11
3 N -0.615976 -0.475960 -0.607070  -0.23
4 N 0.154936 -1.337310 -1.060526  0.12
5 O 1.342791 -1.260976 -0.402662  -0.10
6 N 1.242667 -0.374066 0.492464  -0.12
7 H -1.723166 1.595151 0.248012  0.17

Cartesian forces, eV/Å:
S -0.71 -0.36 -0.51
C -3.67 2.37 1.10
N 0.48 0.00 -0.81
N -0.57 -1.52 -1.56
O 0.10 -3.14 -1.97
N 2.97 2.75 2.91
H 1.41 -0.09 0.84

=====

[12]
Computed, not measured: one molecule with the formula CHN3OS at a distorted geometry, with ωB97M-V with the def2-TZVPD basis set.

Values from the calculation:
LUMO (eV): 0.4
Orbital gap (eV): 9.9
SMILES string: S=c1[nH]nno1
E_tot (eV): -18403.7855
Net charge: 0
ΔE to the lowest compared entry with this formula, charge and spin (eV): 2.379

Last column: natural (NBO) charge in e.
Atoms and positions in Å:
1 S 1.438046 -0.598569 1.806425  -0.07
2 C 0.570814 -0.058900 0.566938  0.27
3 N -0.552972 -0.563783 -0.116255  -0.43
4 N -0.893835 0.248303 -1.114525  0.00
5 N -0.154607 1.230971 -1.175227  0.11
6 O 0.707766 1.125621 -0.074949  -0.33
7 H -1.115212 -1.383643 0.107593  0.44

Cartesian forces, eV/Å:
S 0.09 -0.25 0.18
C -1.94 0.46 -1.16
N 0.96 -0.04 0.93
N -0.97 -0.55 -0.96
N -0.19 -0.41 0.96
O 1.61 0.36 0.24
H 0.43 0.43 -0.20

=====

no.,molecular weight (g mol⁻¹)
1,120.00
2,89.10
3,89.10
4,72.01
5,72.01
6,71.04
7,87.04
8,87.04
9,135.10
10,135.10
11,103.11
12,103.11